1.
Entry from the Open Molecules 2025 dataset: a molecular structure, C33H27ClIrP in a non-equilibrium geometry (ωB97M-V/def2-TZVPD).

Properties
**E_LUMO (alpha / beta)**: -2.3 / -6.4 eV
**Net charge**: +1
**Multiplicity**: 6
**Electronic energy**: -2179.1180 Eh
**Frontier orbital gap (alpha / beta)**: 4.77 / 4.81 eV

The geometry in XYZ format:
```
63
C33H27ClIrP (ωB97M-V/def2-TZVPD)
C -1.0600 -1.0234 0.8451
C -0.9311 -1.2457 -0.5560
C 0.4047 -1.7406 -0.8231
H -1.7161 -1.0535 -1.2681
C 1.0892 -1.8233 0.4289
C 0.1831 -1.3956 1.4544
H 0.4077 -1.3359 2.5120
H -1.9165 -0.6038 1.3586
H 0.8466 -2.0054 -1.7757
H 2.1203 -2.1169 0.5821
Ir 0.4685 0.2695 0.0341
Cl 2.1043 1.3410 -1.1154
P 0.1007 0.2973 -3.1274
C 1.1551 -0.7858 -4.1992
C 0.6939 -1.3664 -5.3959
H -0.3581 -1.3182 -5.6829
C 1.5822 -1.9973 -6.2751
H 1.1981 -2.4462 -7.1939
C 2.9393 -2.0676 -5.9593
H 3.6259 -2.5938 -6.6273
C 3.4139 -1.5009 -4.7692
H 4.4746 -1.5661 -4.5204
C 2.5298 -0.8709 -3.8894
H 2.8998 -0.4154 -2.9649
C -1.5053 -0.0953 -3.9592
C -2.1406 -1.3160 -3.6316
H -1.6969 -1.9959 -2.9003
C -3.3360 -1.6837 -4.2436
H -3.8506 -2.5899 -3.9139
C -3.8656 -0.8869 -5.2646
H -4.8099 -1.1668 -5.7352
C -3.2028 0.2772 -5.6637
H -3.5947 0.8923 -6.4757
C -2.0367 0.6800 -5.0021
H -1.5377 1.5903 -5.3408
C 0.4468 1.8786 -3.9983
C 1.1089 1.9549 -5.2335
H 1.5455 1.0703 -5.7033
C 1.1960 3.1727 -5.9168
H 1.7063 3.2075 -6.8807
C 0.6541 4.3266 -5.3484
H 0.7614 5.2844 -5.8603
C 0.0066 4.2662 -4.1073
H -0.4006 5.1746 -3.6572
C -0.1052 3.0502 -3.4361
H -0.6322 2.9961 -2.4787
C 0.7293 2.2028 5.4489
C 1.2121 1.0527 4.7765
C 1.1748 0.9822 3.3876
C 0.4888 1.9462 2.6182
C 0.1819 1.8365 1.1970
C -0.3799 2.9017 0.5220
C -0.8009 4.0514 1.2111
C -0.6069 4.1652 2.5777
C 0.0192 3.1262 3.3051
C 0.1701 3.2354 4.7136
H 0.8139 2.2831 6.5392
H 1.6334 0.2240 5.3524
H 1.6749 0.1580 2.8891
H -0.5195 2.8173 -0.5513
H -1.3027 4.8504 0.6597
H -0.9427 5.0591 3.1164
H -0.1813 4.1475 5.1995
```

***

2.
Entry from the Open Molecules 2025 dataset: a molecular structure, C33H27CuN6O4 (ωB97M-V/def2-TZVPD).

Properties
**E_LUMO (alpha / beta)**: 2.6 / 2.5 eV
**Net charge**: -1
**Multiplicity**: 2
**Electronic energy**: -3543.6518 Eh
**Frontier orbital gap (alpha / beta)**: 6.57 / 6.65 eV

The geometry in XYZ format:
```
71
C33H27CuN6O4 (ωB97M-V/def2-TZVPD)
Cu 0.1163 -0.0867 -0.1346
C 3.6101 -4.0456 4.7715
C 3.0811 -2.9660 3.8682
C 3.6767 -1.7132 3.7710
C 3.1538 -0.7188 2.9712
C 1.9983 -0.8903 2.1714
N 1.4766 0.0698 1.3838
C 2.1529 1.2637 1.2095
C 3.5023 1.3518 0.8522
C 4.1154 2.5542 0.5592
C 3.3980 3.7469 0.5720
C 4.0282 5.0519 0.1691
C 2.0555 3.6786 0.9142
C 1.4534 2.4750 1.2594
N 0.0824 2.5291 1.6680
C -0.5197 3.5478 2.3218
C -1.8488 3.2340 2.4414
C -1.9601 1.9705 1.8339
N -0.7963 1.5508 1.3793
C 1.3894 -2.1640 2.3058
C 1.9170 -3.1438 3.1344
N 0.1645 -2.4998 1.6301
C -0.2216 -3.7363 1.2514
C -1.5634 -3.6881 0.9623
C -1.9070 -2.3461 1.1770
N -0.8714 -1.6293 1.5752
H 4.6770 -3.9127 4.9583
H 3.4766 -5.0357 4.3338
H 3.1087 -4.0505 5.7436
H 4.5706 -1.4994 4.3481
H 3.6559 0.2401 2.9479
H 4.0602 0.4277 0.7684
H 5.1600 2.5593 0.2700
H 5.1136 5.0070 0.2607
H 3.6770 5.8787 0.7870
H 3.7982 5.2982 -0.8703
H 1.4543 4.5781 0.8891
H 0.0449 4.3924 2.6679
H -2.6122 3.8140 2.9253
H -2.8243 1.3383 1.7200
H 1.3720 -4.0736 3.2341
H 0.4848 -4.5440 1.2084
H -2.1809 -4.4870 0.5962
H -2.8448 -1.8497 0.9893
O -1.0647 1.5924 -1.4240
C -1.5144 1.3897 -2.5359
C -1.7890 0.0996 -3.1502
C -2.3351 0.1442 -4.4298
C -2.6891 -1.0101 -5.0845
C -2.5110 -2.2629 -4.4719
C -1.9845 -2.3357 -3.2194
C -1.5780 -1.1628 -2.4854
O -1.0782 -1.2933 -1.3388
N -3.2579 -0.9354 -6.4158
O -3.4236 0.1695 -6.9149
O -3.5862 -1.9842 -6.9604
H -1.7732 2.2545 -3.1807
H -2.4902 1.0996 -4.9152
H -2.7928 -3.1539 -5.0159
H -1.8302 -3.2874 -2.7293
C 3.4777 -0.1467 -3.5899
C 2.9767 1.0663 -3.1363
C 2.0143 1.0914 -2.1330
C 1.5105 -0.0795 -1.5644
C 2.0286 -1.2849 -2.0394
C 3.0011 -1.3255 -3.0319
H 4.2216 -0.1736 -4.3772
H 3.3378 1.9938 -3.5647
H 1.6589 2.0555 -1.7829
H 1.6579 -2.2206 -1.6352
H 3.3879 -2.2795 -3.3713
```

***

3.
Entry from the Open Molecules 2025 dataset: a molecular structure, C33H28BiIN6O3S in a non-equilibrium geometry (ωB97M-V/def2-TZVPD).

Properties
**E_LUMO**: -0.1 eV
**Net charge**: 0
**Multiplicity**: 1
**Electronic energy**: -2739.0649 Eh
**Frontier orbital gap**: 8.05 eV

The geometry in XYZ format:
```
73
C33H28BiIN6O3S (ωB97M-V/def2-TZVPD)
Bi 11.3601 11.1233 11.5362
N 11.2022 13.3158 13.4540
C 9.8741 13.8336 13.1433
C 9.6875 13.9242 11.6625
O 9.1942 14.9433 11.1516
N 10.2293 12.9361 10.9046
C 10.3972 13.1456 9.4751
C 11.7373 12.5806 8.9833
O 12.0620 12.7745 7.8445
O 12.4212 11.7686 9.8332
H 11.2403 12.9016 14.3774
H 11.8662 14.1463 13.3876
H 9.6362 14.7960 13.6219
H 9.1990 13.0848 13.4959
H 10.2276 14.2109 9.2607
H 9.6739 12.5791 8.8571
I 8.5511 10.3946 13.1651
C 7.7753 10.2258 11.2490
C 6.4286 10.3475 11.2087
C 5.7717 10.0167 10.0143
C 6.4431 9.5555 8.9098
C 7.8683 9.5622 8.9123
C 8.6218 9.0046 7.7955
C 9.9402 9.0512 7.8569
C 10.6357 9.6346 8.9688
C 9.9768 10.0914 10.0264
C 8.5576 9.9460 10.0807
H 5.8541 10.7479 12.0725
H 4.6828 9.9335 10.0311
H 5.9821 9.1572 8.0653
H 8.1139 8.6571 6.9134
H 10.4851 8.6910 6.9927
H 11.6895 9.7005 8.8855
N 14.6048 9.7850 11.8949
C 14.3112 8.4227 11.8343
C 13.6526 7.8421 10.7200
C 13.2088 6.5190 10.7475
C 13.3481 5.7714 11.8700
C 13.9610 6.3187 12.9717
C 14.1425 5.6407 14.2252
C 14.7011 6.2506 15.3070
C 15.0894 7.6005 15.1830
N 14.9474 8.2516 14.0333
C 14.4690 7.6566 12.9332
H 15.0182 10.0445 11.0546
H 15.1755 9.9861 12.6924
H 13.5282 8.3365 9.7548
H 12.7688 6.0545 9.8278
H 13.0742 4.7491 11.9292
H 13.8844 4.6314 14.4269
H 14.8109 5.8109 16.3067
H 15.4719 8.1595 16.0591
S 8.5221 5.5876 15.8607
C 9.5157 6.5485 14.7288
C 10.5292 7.3020 15.3300
C 11.2899 8.1135 14.5532
N 11.1652 8.2015 13.2408
C 10.2311 7.4445 12.6728
C 9.3582 6.5757 13.3718
C 8.0259 7.0585 16.7691
C 7.4143 8.0871 16.1057
C 7.1351 9.2036 16.8669
N 7.2009 9.2769 18.1735
C 7.6461 8.1968 18.8193
C 8.1779 7.1255 18.1556
H 10.5180 7.2473 16.4064
H 12.0132 8.7386 14.9936
H 10.1513 7.6349 11.5943
H 8.4950 6.1388 12.8465
H 7.1639 8.1079 15.0442
H 6.7775 10.0835 16.3877
H 7.6225 8.2614 19.8867
H 8.7414 6.3755 18.6680
```

***

4.
Entry from the Open Molecules 2025 dataset: a molecular structure, C33H28Br9N5O10 in a non-equilibrium geometry (ωB97M-V/def2-TZVPD).

Properties
**E_LUMO (alpha / beta)**: 0.4 / 0.4 eV
**Net charge**: -1
**Multiplicity**: 2
**Electronic energy**: -25466.0846 Eh
**Frontier orbital gap (alpha / beta)**: 1.58 / 5.18 eV

The geometry in XYZ format:
```
85
C33H28Br9N5O10 (ωB97M-V/def2-TZVPD)
C 0.9621 2.5557 -2.7751
Br -0.4000 1.9874 -1.4148
Br 2.0173 4.1892 -2.4977
Br -0.0079 2.5160 -4.5203
H 1.7008 1.7553 -2.8180
C 4.8738 -0.4125 2.9711
Br 3.6556 0.0504 4.5071
Br 4.3140 -2.0251 1.9402
Br 6.8405 -0.4400 3.4568
H 4.7756 0.4200 2.2744
C 5.5989 1.6746 -5.6084
Br 3.9325 2.5573 -5.1198
Br 5.3690 0.4216 -7.1791
Br 6.4185 0.8870 -3.9790
H 6.3384 2.4599 -5.7653
C -4.7330 -1.1640 -4.8722
C -4.0881 -2.4014 -5.0764
C -2.7583 -2.5884 -4.6296
C -2.0972 -1.6127 -3.8909
C -2.7509 -0.4075 -3.6062
C -4.0063 -0.1763 -4.1550
N -0.7405 -1.8432 -3.3386
O -0.1948 -0.8521 -2.8102
O -0.2681 -2.9371 -3.3814
H -5.7475 -1.0400 -5.2213
H -4.6507 -3.2329 -5.4745
H -2.2582 -3.5356 -4.7677
H -2.1893 0.4140 -3.1865
H -4.4993 0.7531 -3.9110
C -2.9121 0.4372 4.8902
C -3.8888 0.3336 5.8882
C -4.7283 -0.7952 6.0284
C -4.4613 -1.9220 5.2108
C -3.4140 -1.8231 4.2451
C -2.6376 -0.6644 4.1280
N -5.2903 -3.1477 5.3589
O -6.3556 -3.0989 6.0136
O -4.9411 -4.1591 4.7303
H -2.2564 1.2865 4.7674
H -4.1244 1.1190 6.5910
H -5.4640 -0.7293 6.8163
H -3.2502 -2.6762 3.6033
H -1.9107 -0.5140 3.3435
C -3.2957 5.3647 0.3629
C -2.6504 4.2891 0.8594
C -1.2506 4.3842 1.0567
C -0.5586 5.5189 0.6247
C -1.2424 6.5878 0.0130
C -2.6452 6.4962 -0.1381
N 0.9097 5.5543 0.6100
O 1.4956 6.4349 0.0101
O 1.4780 4.7232 1.2532
H -4.3642 5.2663 0.2400
H -3.2690 3.4250 1.0518
H -0.8118 3.4709 1.4305
H -0.6967 7.4439 -0.3555
H -3.2305 7.1973 -0.7146
C 0.8239 -4.6107 2.0782
C 2.1638 -4.9534 2.2873
C 2.9569 -4.8854 1.1753
C 2.4709 -4.6372 -0.1081
C 1.1252 -4.2835 -0.3205
C 0.3440 -4.2625 0.8067
N 3.3515 -4.5586 -1.2868
O 4.4148 -5.1213 -1.1039
O 2.9482 -4.0382 -2.3460
H 0.1243 -4.6357 2.9006
H 2.6155 -5.1179 3.2545
H 4.0133 -4.9577 1.3880
H 0.7194 -4.0337 -1.2897
H -0.7088 -4.0754 0.6549
C 3.5527 0.6558 -1.5361
C 3.5535 1.4831 -0.4621
C 2.7171 1.4129 0.6136
C 1.7981 0.3789 0.6023
C 1.8206 -0.5766 -0.4194
C 2.7621 -0.4459 -1.4673
N 0.7893 0.2903 1.6591
O 0.5814 1.2766 2.3076
O 0.1284 -0.7412 1.7538
H 4.2473 0.7247 -2.3602
H 4.2844 2.2771 -0.5030
H 2.9119 2.1428 1.3854
H 1.0329 -1.3140 -0.4661
H 2.8173 -1.1691 -2.2675
```

***

5.
Entry from the Open Molecules 2025 dataset: a molecular structure, C33H28N4O7PPbTe (ωB97M-V/def2-TZVPD).

Properties
**E_LUMO**: 1.7 eV
**Net charge**: -1
**Multiplicity**: 1
**Electronic energy**: -2822.2320 Eh
**Frontier orbital gap**: 6.34 eV

The geometry in XYZ format:
```
75
C33H28N4O7PPbTe (ωB97M-V/def2-TZVPD)
Pb -0.4468 -0.9941 -0.7102
N -0.6520 3.1606 -1.1264
P 0.5144 1.9727 -0.5337
C 1.6053 3.1374 0.3708
C 2.1281 4.2867 -0.2231
C 2.8985 5.1755 0.5147
C 3.1627 4.9136 1.8527
C 2.6642 3.7634 2.4457
C 1.8931 2.8760 1.7073
C 1.3934 1.7116 -2.1284
C 2.7812 1.5913 -2.2069
C 3.3907 1.2946 -3.4188
C 2.6259 1.1008 -4.5625
C 1.2448 1.2116 -4.4921
C 0.6326 1.5211 -3.2836
C -2.0060 2.9233 -1.0865
C -2.9249 3.9762 -1.2700
C -4.2722 3.7074 -1.1991
C -4.6994 2.4064 -0.9398
C -3.7283 1.4389 -0.7862
N -2.4124 1.6639 -0.8735
H -0.3911 4.1228 -1.2780
H 1.9553 4.4757 -1.2776
H 3.3053 6.0617 0.0427
H 3.7728 5.5999 2.4280
H 2.8924 3.5449 3.4816
H 1.5328 1.9562 2.1511
H 3.3802 1.7092 -1.3111
H 4.4695 1.2026 -3.4643
H 3.1052 0.8596 -5.5036
H 0.6395 1.0577 -5.3775
H -0.4474 1.6258 -3.2411
H -2.5602 4.9794 -1.4527
H -4.9897 4.5067 -1.3364
H -5.7476 2.1518 -0.8642
H -4.0081 0.4090 -0.5879
O 3.8566 0.3895 0.5436
C 2.9212 -0.3833 0.3271
O 1.7007 -0.0137 0.1824
C 3.2315 -1.8655 0.2089
C 4.5628 -2.2134 0.3344
C 4.9735 -3.5300 0.2636
C 4.0470 -4.5500 0.1210
C 2.7204 -4.2112 0.0324
C 2.2461 -2.8691 -0.0230
O 1.0190 -2.6435 -0.3239
N 1.7777 -5.3267 -0.0093
O 0.7860 -5.2522 0.6823
O 2.0649 -6.2871 -0.7134
N 6.3835 -3.8613 0.3668
O 6.7002 -5.0410 0.3540
O 7.1881 -2.9514 0.4667
H 5.2757 -1.4174 0.4874
H 4.3519 -5.5833 0.0928
C -8.4193 -4.5387 0.4396
C -6.9461 -4.2424 0.3247
C -6.3751 -3.1531 0.9624
C -5.0102 -2.8799 0.8767
C -4.4829 -1.6588 1.5856
C -4.1724 -3.7198 0.1295
Te -2.0457 -3.4754 0.0001
C -4.7384 -4.8419 -0.5097
C -3.9064 -5.8065 -1.3167
C -6.1057 -5.0742 -0.4061
H -8.9617 -3.6847 0.8489
H -8.6005 -5.3936 1.0975
H -8.8516 -4.7799 -0.5343
H -7.0044 -2.4897 1.5505
H -5.1627 -1.3387 2.3781
H -4.3884 -0.8328 0.8807
H -3.4952 -1.8385 2.0100
H -3.4743 -5.3167 -2.1928
H -4.5160 -6.6483 -1.6525
H -3.0665 -6.1922 -0.7363
H -6.5263 -5.9410 -0.9100
```

***

6.
Entry from the Open Molecules 2025 dataset: a molecular structure, C33H28N7O4PtS (ωB97M-V/def2-TZVPD).

Properties
**E_LUMO**: -4.1 eV
**Net charge**: +1
**Multiplicity**: 1
**Electronic energy**: -2475.9481 Eh
**Frontier orbital gap**: 5.59 eV

The geometry in XYZ format:
```
74
C33H28N7O4PtS (ωB97M-V/def2-TZVPD)
Pt 1.6673 0.2418 -0.8161
C 4.7762 1.0690 2.1351
O 5.2174 0.0623 1.1595
C 4.1921 -0.0992 0.3529
N 3.1986 0.7128 0.4615
C 3.5542 1.7313 1.4741
C 2.4420 2.0618 2.4319
C 1.5612 1.0770 2.8647
C 0.5584 1.3943 3.7684
C 0.4527 2.6885 4.2612
C 1.3374 3.6701 3.8375
C 2.3254 3.3601 2.9150
C 4.1545 -1.1634 -0.6666
C 5.0702 -2.1660 -0.9211
C 4.7657 -3.0839 -1.9214
C 3.5703 -2.9993 -2.6272
C 2.7041 -1.9691 -2.3124
N 3.0225 -1.0802 -1.3678
C 1.3484 -1.6926 -2.8229
N 0.6816 -0.7243 -2.3073
C -0.7036 -0.8070 -2.8216
C -0.4978 -1.7156 -4.0400
O 0.7643 -2.4194 -3.7503
C -1.2941 0.5531 -3.0635
C -0.6651 1.4619 -3.9091
C -1.1775 2.7399 -4.0625
C -2.3218 3.1157 -3.3694
C -2.9513 2.2125 -2.5263
C -2.4373 0.9320 -2.3721
H 5.6086 1.7397 2.3174
H 4.5022 0.5326 3.0426
H 3.8476 2.6320 0.9270
H 1.6157 0.0606 2.4903
H -0.1376 0.6215 4.0654
H -0.3235 2.9344 4.9742
H 1.2554 4.6793 4.2193
H 3.0081 4.1304 2.5733
H 5.9833 -2.2306 -0.3472
H 5.4598 -3.8829 -2.1413
H 3.3064 -3.7182 -3.3894
H -1.2744 -1.3137 -2.0426
H -0.3458 -1.1598 -4.9650
H -1.2682 -2.4681 -4.1652
H 0.2378 1.1773 -4.4391
H -0.6870 3.4443 -4.7214
H -2.7224 4.1136 -3.4907
H -3.8417 2.5030 -1.9843
H -2.9093 0.2308 -1.6933
N -6.3434 -3.7770 1.6874
C -5.0574 -3.2996 1.5221
C -4.7027 -2.0346 2.0083
C -3.4055 -1.5790 1.9015
C -2.4376 -2.3768 1.3009
C -2.7743 -3.6312 0.8128
C -4.0745 -4.0901 0.9208
S -0.7755 -1.8088 1.1904
O -0.3481 -1.3939 2.5093
O -0.0232 -2.8554 0.5302
N -0.7455 -0.5741 0.1872
C -0.8134 0.7172 0.4827
N -1.7641 1.2995 1.2288
C -1.7576 2.6157 1.3130
C -0.8392 3.4333 0.6565
C 0.1455 2.7887 -0.0507
N 0.1765 1.4577 -0.1203
H -7.0644 -3.0935 1.8457
H -6.6273 -4.5334 1.0880
H -5.4558 -1.4177 2.4838
H -3.1355 -0.6003 2.2761
H -2.0083 -4.2453 0.3601
H -4.3327 -5.0755 0.5518
H -2.5308 3.0550 1.9356
H -0.8755 4.5089 0.7245
H 0.9399 3.3197 -0.5605
```

***

> Which value of net charge does entry 3 give?

0